Entry 1:
{
  "formula": "C34H44BN8O5S3V",
  "method": "wB97M-V/def2-TZVPD",
  "symbols": ["V", "O", "C", "O", "C", "C", "C", "C", "C", "N", "C", "O", "O", "H", "H", "H", "C", "C", "C", "C", "N", "C", "C", "N", "B", "N", "C", "C", "N", "C", "S", "C", "C", "C", "C", "N", "C", "C", "N", "C", "S", "C", "C", "C", "C", "C", "S", "H", "H", "H", "H", "H", "H", "H", "H", "H", "H", "H", "H", "H", "H", "H", "H", "H", "H", "H", "H", "H", "H", "H", "H", "H", "H", "H", "H", "H", "H", "H", "H", "H", "H", "O", "C", "C", "C", "C", "C", "C", "N", "H", "H", "H", "H", "H", "H", "H"],
  "positions_angstrom": [[0.82008, 0.82094, 0.71900], [1.68838, 2.28997, -2.78667], [1.35532, 2.17905, -1.66123], [1.11060, 0.99709, -0.98989], [1.16601, 3.30385, -0.66358], [1.15227, 4.66682, -0.86494], [0.94196, 5.47668, 0.24806], [0.76354, 4.92500, 1.51598], [0.79856, 3.55212, 1.62470], [0.98111, 2.80357, 0.54839], [0.62004, 2.66622, 2.84055], [0.45043, 3.04386, 3.95240], [0.68697, 1.36679, 2.43917], [1.29939, 5.07232, -1.85775], [0.91313, 6.55205, 0.12609], [0.60203, 5.53583, 2.39451], [-4.59078, 3.70171, -1.76888], [-3.16498, 3.15544, -1.65421], [-2.45427, 3.93664, -0.55745], [-2.39704, 3.31343, -2.96679], [-3.25938, 1.67033, -1.38764], [-4.07147, 0.89593, -2.19882], [-3.88950, -0.38392, -1.83634], [-2.98317, -0.40459, -0.80599], [-2.43278, -1.76395, -0.30158], [-1.19357, -2.20983, -1.08053], [-0.68270, -3.47150, -0.79365], [0.26735, -3.74345, -1.69393], [0.33081, -2.65213, -2.56749], [-0.59219, -1.70751, -2.19462], [-0.92389, -0.24164, -2.98141], [1.24356, -2.58291, -3.75999], [0.42027, -2.50144, -5.04253], [2.17816, -1.38652, -3.60957], [2.09137, -3.85362, -3.82435], [-2.17705, -1.72272, 1.24701], [-3.26739, -1.80388, 2.08505], [-2.81206, -1.70688, 3.34888], [-1.42952, -1.57967, 3.27767], [-1.08296, -1.59069, 1.97868], [0.51455, -1.43541, 1.28222], [-0.61891, -1.48647, 4.55518], [0.87889, -1.43674, 4.29627], [-0.93039, -2.73923, 5.38112], [-1.04297, -0.22102, 5.29552], [-2.59857, 0.84928, -0.54580], [-1.57633, 1.33678, 0.77995], [-4.54471, 4.78959, -1.82591], [-5.18273, 3.42848, -0.89327], [-5.10656, 3.35334, -2.66232], [-2.50590, 4.98764, -0.84809], [-1.40821, 3.65416, -0.46266], [-2.93266, 3.82240, 0.41565], [-2.31697, 4.37405, -3.21443], [-2.89752, 2.80620, -3.79288], [-1.39420, 2.88885, -2.87551], [-4.68261, 1.31319, -2.97615], [-4.30533, -1.29053, -2.24073], [-3.31382, -2.58401, -0.45037], [-1.03546, -4.05850, 0.03907], [0.87941, -4.61625, -1.79246], [-0.15562, -1.57844, -5.08892], [-0.26538, -3.34958, -5.10576], [1.09899, -2.54393, -5.89729], [1.61674, -0.45702, -3.50376], [2.80975, -1.31748, -4.49826], [2.82895, -1.51522, -2.73997], [1.48538, -4.75159, -3.95130], [2.73013, -3.97026, -2.94633], [2.74229, -3.76978, -4.69431], [-4.26866, -1.92419, 1.70690], [-3.34562, -1.72848, 4.27976], [1.24239, -2.33043, 3.78891], [1.35360, -1.38286, 5.27676], [1.17268, -0.55574, 3.72281], [-0.72141, -3.64243, 4.80505], [-1.96569, -2.77617, 5.71876], [-0.29528, -2.74280, 6.26743], [-0.77666, 0.67254, 4.72564], [-0.52133, -0.18469, 6.25342], [-2.11338, -0.19898, 5.49946], [3.28474, 1.61444, 1.30745], [4.49728, 0.86553, 1.35639], [4.22808, -0.53190, 0.87981], [5.17388, -1.52170, 1.10765], [4.96351, -2.77700, 0.56952], [3.81883, -2.99955, -0.18192], [2.92078, -1.96349, -0.33204], [3.10710, -0.74340, 0.19648], [3.48703, 2.51746, 1.57454], [4.91021, 0.84814, 2.36553], [5.23579, 1.32033, 0.69318], [6.06035, -1.30279, 1.69145], [5.68393, -3.56934, 0.72792], [3.61582, -3.96083, -0.63372], [2.00521, -2.10295, -0.90195]],
  "forces_ev_per_a": [[-0.71, -2.58, 0.16], [0.06, -0.05, -0.44], [-0.30, -0.39, 1.02], [0.51, 1.11, -1.67], [-0.04, -0.26, 0.12], [0.12, 0.16, -0.07], [0.00, 0.12, 0.00], [0.04, 0.20, 0.04], [-0.05, -0.25, -0.15], [0.20, 1.16, -0.17], [0.11, -0.65, -0.78], [-0.03, 0.09, 0.37], [-0.11, 1.41, 1.49], [-0.01, 0.00, 0.05], [0.01, -0.03, 0.01], [0.00, 0.00, -0.04], [-0.01, 0.00, -0.01], [0.00, -0.25, 0.02], [0.04, 0.05, 0.04], [0.02, 0.02, 0.00], [-0.24, 0.44, -0.18], [0.12, 0.15, 0.09], [0.01, -0.13, 0.12], [-0.25, -0.36, 0.27], [-0.06, 0.01, -0.07], [-0.42, -0.39, 0.13], [-0.10, 0.35, -0.08], [-0.09, 0.31, -0.40], [0.36, -0.31, -0.23], [0.12, -0.19, 0.08], [0.12, -0.18, -0.10], [-0.04, -0.06, 0.13], [-0.09, 0.04, -0.05], [0.07, 0.16, -0.04], [-0.02, 0.02, 0.04], [-0.85, -0.26, -0.61], [0.13, 0.06, 0.13], [0.23, 0.03, -0.12], [-0.15, -0.01, 0.72], [0.65, 0.43, 0.02], [0.03, 0.14, 0.23], [-0.09, -0.13, -0.21], [0.12, 0.08, 0.03], [0.01, 0.01, -0.05], [0.00, 0.11, -0.07], [0.26, 0.10, -0.19], [0.22, -0.36, 0.18], [-0.01, -0.03, -0.01], [0.03, 0.03, -0.03], [0.01, -0.01, 0.01], [0.02, 0.01, 0.03], [-0.14, 0.06, -0.03], [0.00, 0.01, -0.06], [0.00, -0.04, 0.00], [0.01, 0.01, 0.04], [-0.03, 0.02, -0.01], [0.01, 0.01, 0.04], [0.03, 0.05, 0.05], [0.05, 0.17, -0.01], [-0.01, 0.07, -0.07], [0.07, -0.03, -0.07], [0.06, -0.09, -0.01], [0.02, 0.01, -0.01], [-0.05, 0.02, 0.03], [0.10, -0.10, -0.02], [-0.03, 0.01, 0.03], [-0.04, 0.06, -0.23], [-0.02, 0.01, 0.00], [-0.01, 0.01, 0.00], [0.00, -0.01, 0.03], [0.09, -0.01, 0.00], [0.05, 0.00, 0.04], [-0.03, 0.03, 0.06], [0.04, 0.00, 0.00], [-0.07, -0.15, 0.17], [0.01, 0.02, 0.02], [-0.01, 0.03, -0.03], [-0.02, 0.00, -0.02], [-0.02, -0.08, 0.04], [-0.01, 0.01, -0.04], [-0.01, -0.03, 0.00], [0.17, -0.02, 0.03], [-0.22, 0.04, -0.05], [-0.04, -0.04, -0.08], [0.08, -0.05, -0.02], [0.05, -0.05, 0.00], [0.04, 0.00, 0.02], [-0.13, 0.23, -0.04], [-0.05, -0.16, 0.16], [-0.06, -0.02, 0.01], [-0.04, 0.00, 0.09], [0.08, 0.03, -0.04], [-0.04, -0.01, -0.03], [-0.01, 0.01, 0.01], [0.01, 0.00, 0.02], [0.20, 0.05, 0.24]],
  "relative_energy_kcal_mol": 0.40,
  "total_charge": 1,
  "energy_ha": -4299.7353,
  "spin_multiplicity": 2,
  "s2": 0.77,
  "homo_energy_ev": [-9.122, -9.128],
  "molar_mass_g_mol": 802.7
}

***

Entry 2:
{
  "formula": "C41H40BrIN6O2RbS2Sb",
  "method": "wB97M-V/def2-TZVPD",
  "symbols": ["Rb", "C", "C", "C", "C", "C", "C", "C", "S", "O", "O", "N", "C", "C", "C", "C", "C", "N", "H", "H", "H", "H", "H", "H", "H", "H", "H", "H", "H", "S", "Sb", "C", "C", "C", "C", "C", "C", "C", "C", "C", "C", "C", "C", "C", "C", "C", "C", "C", "C", "H", "H", "H", "H", "H", "H", "H", "H", "H", "H", "H", "H", "H", "H", "H", "Br", "C", "C", "C", "C", "C", "C", "I", "H", "H", "H", "H", "C", "C", "C", "C", "N", "C", "N", "N", "N", "H", "H", "H", "H", "H", "H", "H", "H", "H", "H"],
  "positions_angstrom": [[-1.54671, 1.23579, -1.21553], [-4.86668, -6.04580, -2.38935], [-3.96682, -5.03838, -1.71972], [-2.92180, -5.44666, -0.86364], [-2.35395, -4.48870, -0.03687], [-2.67313, -3.12688, -0.20732], [-3.73419, -2.72226, -1.07168], [-4.30589, -3.71459, -1.85971], [-1.54785, -1.96601, 0.49506], [-0.47214, -1.92622, -0.50164], [-1.12766, -2.63039, 1.73072], [-2.18719, -0.62846, 0.51442], [-3.09928, -0.14148, 1.46537], [-3.54867, -0.78306, 2.64158], [-4.43048, -0.15955, 3.46668], [-4.79072, 1.14472, 3.09724], [-4.34219, 1.69759, 1.95070], [-3.51099, 1.06743, 1.13489], [-5.39926, -6.75472, -1.69334], [-4.29859, -6.66346, -3.03162], [-5.60682, -5.50975, -3.02703], [-2.71387, -6.49474, -0.68644], [-1.51985, -4.62454, 0.70826], [-4.02869, -1.69417, -1.27128], [-5.24306, -3.45561, -2.32716], [-3.10038, -1.71696, 2.93055], [-4.87294, -0.64542, 4.28055], [-5.49663, 1.62696, 3.75150], [-4.69972, 2.60362, 1.53604], [1.64313, 2.27429, -0.84332], [2.16517, 1.47560, 1.25187], [0.58565, 1.29678, 2.59480], [-0.20872, 2.44796, 2.82920], [-1.25615, 2.40723, 3.77185], [-1.47993, 1.24867, 4.49983], [-0.75050, 0.08071, 4.23722], [0.25876, 0.08313, 3.27701], [2.91864, -0.48923, 1.14548], [3.61996, -1.03093, 2.25239], [4.32714, -2.20879, 2.09762], [4.27288, -2.92850, 0.93939], [3.56341, -2.48266, -0.11923], [2.94305, -1.22632, -0.03580], [3.59801, 2.76546, 2.15221], [3.60702, 3.19711, 3.49006], [4.45616, 4.19183, 3.88174], [5.47699, 4.63761, 3.00340], [5.42394, 4.25612, 1.68408], [4.44469, 3.41531, 1.22584], [-0.10196, 3.33697, 2.24398], [-1.95088, 3.20389, 3.85020], [-2.24883, 1.21193, 5.25643], [-0.98230, -0.91742, 4.64909], [0.75571, -0.85075, 3.01306], [3.61959, -0.53190, 3.21545], [4.90604, -2.70874, 2.90163], [4.72105, -3.86599, 0.97544], [3.48207, -3.07222, -1.06744], [2.34786, -0.84128, -0.89866], [2.79341, 2.91201, 4.21829], [4.47936, 4.41691, 4.97092], [6.22866, 5.32111, 3.38994], [6.24762, 4.65418, 1.14876], [4.28774, 3.29820, 0.18334], [-1.17441, 8.95873, -2.00690], [0.36627, 7.99638, -1.37748], [1.55753, 8.60810, -1.52808], [2.69619, 7.97694, -1.08311], [2.63264, 6.72709, -0.46112], [1.34545, 6.20949, -0.23017], [0.16985, 6.76904, -0.73320], [-1.54455, 5.80035, -0.15379], [1.58916, 9.58414, -2.09038], [3.63897, 8.45184, -1.28034], [3.45089, 6.19033, -0.07024], [1.28655, 5.24654, 0.36080], [0.19023, -3.97714, -5.78780], [0.12092, -4.32675, -4.30050], [1.43586, -4.03365, -3.56114], [-1.05492, -3.69595, -3.59642], [-1.08782, -2.27694, -3.72228], [-0.23258, -1.33323, -3.26428], [-0.65211, -0.15574, -3.69989], [-1.82595, -0.39782, -4.31952], [-2.08497, -1.67056, -4.35210], [0.91012, -4.60280, -6.29400], [0.52952, -2.94643, -5.93224], [-0.78482, -4.08168, -6.24516], [-0.07215, -5.40776, -4.21305], [1.85041, -3.08903, -3.85285], [2.19412, -4.81619, -3.72008], [1.29446, -4.07826, -2.48187], [-1.14581, -3.94829, -2.51006], [-1.98283, -4.12548, -4.08717], [0.59549, -1.53185, -2.59284]],
  "forces_ev_per_a": [[0.22, 0.60, -0.45], [-1.03, 0.16, 0.28], [-0.17, -1.21, 0.30], [-0.88, 0.65, 0.63], [1.34, 1.01, 0.09], [-1.51, 0.05, -1.12], [1.96, -0.77, 0.06], [-0.78, 0.68, 1.39], [2.33, -3.96, 0.01], [-0.11, 0.32, -0.05], [-0.33, 0.99, 0.10], [-2.03, 2.34, 1.80], [0.96, -0.43, -0.50], [0.97, -0.77, -0.28], [0.42, 1.52, -1.91], [-1.31, -0.65, 1.94], [0.20, -0.39, -0.69], [0.07, 0.32, -0.52], [0.48, 0.96, -0.45], [0.65, -0.83, -0.87], [0.37, -0.53, 0.55], [0.04, -0.04, -0.26], [-1.08, -0.47, -0.92], [0.23, -0.05, 0.53], [0.09, -0.06, -0.70], [-0.09, -0.44, -0.25], [-0.34, -0.51, 1.27], [-0.19, 0.50, -0.13], [-0.35, 1.11, 0.21], [0.19, -0.21, 0.81], [-0.26, -0.15, -0.89], [-1.33, 0.11, 1.15], [-0.38, -1.34, 0.61], [1.00, -1.07, -0.66], [0.33, -0.67, 0.02], [0.24, -0.40, -0.54], [0.33, 1.14, -0.58], [1.28, -0.82, 0.52], [-0.06, 0.46, -0.34], [0.30, -0.20, 1.74], [-0.20, 0.16, 0.29], [-0.98, 0.64, -2.13], [-1.19, 0.35, -0.92], [0.02, 0.94, -0.61], [-2.09, -0.59, -0.03], [1.98, 0.08, 1.01], [-1.45, -0.14, 1.65], [0.82, 0.69, 1.08], [-0.74, -0.89, 1.02], [0.32, 0.45, -0.30], [-0.28, 0.85, 0.22], [-0.21, 0.08, -0.05], [-0.08, 0.89, 0.15], [-0.05, 0.25, 0.10], [0.06, 0.10, -0.04], [-0.56, 0.88, -0.22], [0.85, -1.52, -0.42], [0.07, 0.62, 1.01], [0.71, -0.31, 0.68], [1.07, -0.20, -0.93], [-0.06, 0.32, -1.02], [-0.03, -0.14, -0.25], [0.21, 0.16, -1.38], [0.07, -0.51, -0.88], [0.17, -0.22, 0.03], [-3.18, -0.45, 0.09], [0.95, 1.50, -1.13], [0.91, -0.76, 0.07], [-2.37, 1.24, -0.23], [0.64, -1.83, 0.56], [2.02, 0.56, 0.55], [-0.60, 0.09, -0.22], [0.11, -1.20, 0.86], [0.36, 0.08, 0.08], [0.99, -0.31, 0.23], [0.01, 1.17, -0.87], [0.10, 0.45, 0.55], [0.76, -0.67, 0.36], [0.08, -1.23, 0.17], [-1.64, -1.56, 0.32], [0.29, 1.22, 0.46], [-0.19, -0.14, -0.53], [-0.22, -0.70, 0.75], [-0.16, -0.53, -0.48], [0.14, 1.06, -0.17], [0.14, -0.30, -0.17], [-0.15, 0.00, 0.05], [-0.20, -0.07, -0.26], [0.08, 0.19, -0.03], [0.30, 0.57, -0.06], [-0.18, 0.28, -0.44], [-0.20, 0.35, 0.14], [0.39, 0.09, -0.82], [0.82, 0.93, 0.60], [-0.20, 0.07, -0.39]],
  "relative_energy_kcal_mol": 18.24,
  "energy_ha": -5997.7044,
  "spin_multiplicity": 1,
  "homo_energy_ev": -8.182,
  "molar_mass_g_mol": 1127.0
}